1.
14
Properties=species:S:1:pos:R:3:lowdin_charge:R:1 method="wB97M-V/def2-TZVPD" orbital_gap_ev=5.520 de_lowest_ev=3.932 e_homo_ev=-1.54 total_charge=-1 energy_ha=-378.433628
C 1.22726 -0.46917 2.27617 -0.531
C -0.66360 -1.58783 -0.18611 -0.251
C 1.04380 1.46531 0.09280 -0.312
N -0.67387 -0.19350 -0.10580 -0.198
N 0.73813 0.06796 -0.16253 -0.223
O 0.18837 -0.06651 2.66215 0.073
O 2.27847 -0.94532 2.33187 0.128
H -1.68090 -2.04085 -0.48438 0.077
H 0.06309 -1.89335 -0.79275 0.001
H -0.48249 -2.25555 0.68196 0.061
H 0.91166 1.97056 1.11998 0.052
H 2.02386 1.76317 -0.21472 0.017
H 0.47818 2.21873 -0.60782 0.052
H -0.85097 0.14398 0.83303 0.053

2.
14
Properties=species:S:1:pos:R:3:lowdin_charge:R:1 method="wB97M-V/def2-TZVPD" orbital_gap_ev=10.722 de_lowest_ev=3.496 e_homo_ev=-14.02 total_charge=+1 energy_ha=-378.125360
C 1.20797 -0.24562 -0.04834 -0.342
C -0.03158 0.88102 0.11588 0.065
C -1.32788 0.04315 0.36435 -0.151
N 2.39716 0.27248 -0.14415 0.200
N 0.74928 -1.41462 -0.12897 0.103
O -0.55587 -1.50409 0.29175 -0.002
O -2.21651 0.24807 -0.59585 0.102
H -3.15878 0.35848 -0.49082 0.148
H -0.02901 1.52008 -0.73684 0.123
H 0.31330 1.29755 0.97235 0.084
H -1.10558 -2.15527 -0.26247 0.222
H -1.81179 -0.19510 1.33864 0.182
H 2.36256 1.18570 -0.57860 0.138
H 3.20674 -0.29184 -0.09694 0.128